w | The following is a quantum chemistry calculation of an isolated molecule of C11H22N2O3, from OMol25.

The charge is 0. The SMILES is CC(C)C[C@H](N)C(=O)N[C@H](C(=O)O)C(C)C. The calculation puts the HOMO-LUMO gap at 9.05 eV.

The geometry in XYZ format:
```
38
Properties=species:S:1:pos:R:3:nbo_charge:R:1
C 2.63747 1.45925 0.14930 -0.609
C 3.39579 0.13627 0.37855 -0.210
C 3.95076 -0.34101 -0.99142 -0.648
C 2.61177 -0.93378 1.13109 -0.412
C 1.30742 -1.52631 0.57649 -0.125
N 1.43993 -1.81876 -0.81502 -0.862
C 0.05933 -0.58684 0.79767 0.678
O 0.08753 0.35430 1.53829 -0.634
N -0.99125 -0.85547 0.03646 -0.619
C -2.32780 -0.26845 0.29411 -0.150
C -3.32803 -1.34662 -0.02667 0.793
O -3.10777 -2.20818 -0.85725 -0.616
O -4.37047 -1.35199 0.75341 -0.665
C -2.64075 1.06053 -0.47302 -0.210
C -1.41137 1.88227 -0.76877 -0.618
C -3.69664 1.82226 0.22890 -0.614
H 3.29410 2.21101 -0.18074 0.207
H 1.88448 1.35589 -0.68824 0.184
H 2.09235 1.71019 1.05021 0.227
H 4.33939 0.34303 1.02071 0.197
H 4.84533 -0.97261 -0.77592 0.200
H 3.11186 -1.02853 -1.52471 0.240
H 4.22123 0.43824 -1.75180 0.205
H 3.26814 -1.78668 1.28796 0.207
H 2.47168 -0.52674 2.15902 0.226
H 1.02754 -2.47107 1.17230 0.209
H 1.32731 -2.76669 -1.07187 0.380
H 1.05281 -1.15350 -1.46208 0.382
H -1.03678 -1.74214 -0.38980 0.417
H -2.38912 0.01297 1.34140 0.232
H -4.92354 -2.14335 0.67069 0.508
H -3.01754 0.68664 -1.43298 0.195
H -0.75062 1.35339 -1.41844 0.209
H -0.78407 2.04033 0.10785 0.240
H -1.73651 2.79999 -1.32191 0.213
H -4.04896 2.71599 -0.38523 0.217
H -4.50283 1.14446 0.48240 0.216
H -3.36215 2.30170 1.15906 0.214
```

x | The following is a quantum chemistry calculation of an isolated molecule of C11H22N2O3, from OMol25.

The charge is 0. The SMILES is CC[C@H](C)[C@H](NC(=O)[C@@H](N)C(C)C)C(=O)O. The calculation puts the HOMO-LUMO gap at 9.91 eV.

The geometry in XYZ format:
```
38
Properties=species:S:1:pos:R:3:nbo_charge:R:1
C -2.73523 -1.85953 -1.01102 -0.644
C -2.23619 -1.78758 0.40493 -0.454
C -2.40193 -0.29645 0.65609 -0.164
C -3.96343 0.22928 0.75874 -0.633
C -1.50260 0.55866 -0.46064 -0.207
N -0.13902 0.18114 -0.55360 -0.632
C 0.65214 0.14532 0.52552 0.687
O 0.37507 0.41387 1.69331 -0.648
C 2.05897 -0.61492 0.33756 -0.119
N 2.03659 -1.26700 -0.92892 -0.843
C 3.15848 0.48236 0.54768 -0.222
C 3.00291 1.50732 -0.63478 -0.634
C 4.48594 -0.17516 0.57209 -0.614
C -1.61460 2.06070 -0.22684 0.797
O -2.48109 2.55915 0.38734 -0.575
O -0.66875 2.79245 -0.81549 -0.679
H -2.08696 -1.55933 -1.84438 0.210
H -3.69003 -1.36686 -1.12763 0.222
H -3.02505 -2.89864 -1.37831 0.218
H -1.28888 -2.09847 0.67311 0.214
H -2.74119 -2.17910 1.28966 0.231
H -2.04049 -0.09854 1.69842 0.237
H -4.17783 1.09239 1.54569 0.254
H -4.63784 -0.71362 0.91127 0.204
H -4.28182 0.59054 -0.27312 0.202
H -1.83867 -0.02457 -1.14334 0.252
H 0.43480 -0.07600 -1.29208 0.422
H 2.04360 -1.36361 1.24827 0.189
H 2.73198 -1.97488 -0.77338 0.365
H 1.20354 -1.78136 -0.76295 0.357
H 2.86831 1.06881 1.45254 0.226
H 2.69048 1.05517 -1.55856 0.216
H 2.20199 2.23128 -0.42121 0.220
H 3.98178 2.02756 -0.84850 0.212
H 4.66692 -0.94883 1.22441 0.212
H 4.58608 -0.39166 -0.47703 0.206
H 5.07810 0.81897 0.85816 0.211
H -0.70608 3.66113 -0.25301 0.503
```

w comes first in stability; the runner-up is 0.1202 hartree higher.

w | The following is a quantum chemistry calculation of a cluster of 2 separate species, C5H9P in total, from OMol25.

The charge is 0. The calculation puts the HOMO-LUMO gap (alpha / beta) at 5.67 / 7.04 eV.

The geometry in XYZ format:
```
15
Properties=species:S:1:pos:R:3:nbo_charge:R:1
C 2.17036 -0.98378 0.20150 -0.083
C 2.28111 -0.22176 -0.94058 -0.143
C 0.99858 -0.74811 -0.60811 0.062
C -0.35952 -1.24073 -0.97415 -0.690
C -1.75910 1.17726 1.31702 -0.953
P 0.02365 1.61673 1.04537 0.023
H 2.56277 -1.29123 1.10528 0.235
H 2.91286 0.21989 -1.69491 0.244
H -1.08618 -0.46546 -0.72685 0.274
H -0.53783 -2.27373 -0.71962 0.236
H -0.48281 -0.99431 -2.07404 0.227
H -2.32564 1.10821 0.44687 0.206
H -2.34207 2.01470 1.97270 0.221
H -1.85713 0.23555 2.00200 0.217
H -0.19906 1.84678 -0.35247 -0.076
```

x | The following is a quantum chemistry calculation of an isolated molecule of C5H9P, from OMol25.

The charge is 0. The SMILES is C/P=C/C1CC1. The calculation puts the HOMO-LUMO gap at 9.13 eV.

The geometry in XYZ format:
```
15
Properties=species:S:1:pos:R:3:nbo_charge:R:1
C 0.52851 -2.43456 -1.72945 -0.910
P -0.39964 -0.73165 -1.27868 0.596
C 0.67260 -0.00843 -0.23955 -0.595
C 0.25658 1.02978 0.88669 -0.257
C -0.57965 2.12428 0.52949 -0.436
C -1.11840 1.19133 1.49164 -0.417
H -0.03664 -3.15611 -2.22071 0.229
H 0.62985 -3.04163 -0.82081 0.223
H 1.56167 -2.34032 -1.94229 0.227
H 1.48239 -0.65029 -0.08697 0.207
H 1.13402 1.10254 1.49298 0.218
H -0.14618 3.00948 0.84667 0.225
H -1.07787 1.88973 -0.36271 0.222
H -1.23272 1.56230 2.58666 0.238
H -1.67454 0.45357 0.84704 0.231
```

y | The following is a quantum chemistry calculation of an isolated molecule of C5H9P, from OMol25.

The charge is 0. The SMILES is CC1=PC1(C)C. The calculation puts the HOMO-LUMO gap at 8.54 eV.

The geometry in XYZ format:
```
15
Properties=species:S:1:pos:R:3:nbo_charge:R:1
C 0.92356 -1.15105 1.52732 -0.672
C 1.11516 -0.30418 0.33244 -0.306
P 1.90035 0.18320 -1.04876 0.500
C 0.02089 0.20613 -0.47803 -0.219
C -0.29395 1.66703 -0.33212 -0.634
C -1.11659 -0.64000 -1.00984 -0.634
H -0.06769 -1.56877 1.29717 0.224
H 0.90441 -0.42966 2.38470 0.238
H 1.80299 -1.87437 1.58032 0.234
H 0.19783 2.07467 0.55636 0.216
H -1.31505 1.89348 -0.26131 0.200
H -0.07256 2.33654 -1.26663 0.206
H -1.69746 0.15883 -1.53947 0.226
H -1.57534 -0.99064 -0.16606 0.202
H -0.72656 -1.56119 -1.57609 0.220
```

y comes first in stability; the runner-up is 0.0345 hartree higher.

w | The following is a quantum chemistry calculation of a structure of composition C5H9P, from OMol25.

The charge is 0. The calculation puts the HOMO-LUMO gap (alpha / beta) at 8.30 / 8.24 eV.

The geometry in XYZ format:
```
15
Properties=species:S:1:pos:R:3:nbo_charge:R:1
C 1.48781 -0.36345 -0.15055 -0.255
C 3.38079 -0.19749 0.49793 -0.281
C 0.84522 0.56492 -1.13386 -0.699
C -2.57481 0.23276 0.04708 -0.619
C -1.32028 -0.45820 0.66623 -0.702
P 0.20178 0.59700 0.70528 0.652
H 3.54713 -0.90055 1.39515 0.201
H 3.91686 0.09074 -0.36277 0.165
H 1.23722 1.40397 -1.60874 0.227
H 0.00096 0.13596 -1.69799 0.227
H -2.50767 1.20972 0.57865 0.214
H -2.21464 0.27675 -0.98740 0.209
H -3.42718 -0.47116 0.26761 0.223
H -0.99877 -1.35975 0.13373 0.216
H -1.57443 -0.76122 1.64963 0.222
```

x | The following is a quantum chemistry calculation of a structure of composition C5H9P, from OMol25.

The charge is 0. The calculation puts the HOMO-LUMO gap at 8.59 eV.

The geometry in XYZ format:
```
15
Properties=species:S:1:pos:R:3:nbo_charge:R:1
C 2.02322 -0.20635 -0.38698 -0.176
C 1.31140 -1.03038 0.37835 -0.204
C 0.75022 0.27830 0.13199 -0.097
C 0.63463 1.39764 1.15178 -0.667
C -2.15448 -0.60871 -0.46035 -0.883
P -0.88211 0.43837 -1.51987 0.299
H 2.85785 -0.07402 -0.95533 0.219
H 1.37156 -2.00504 0.81731 0.231
H 1.56460 2.06174 1.14369 0.224
H 0.45990 0.92320 2.15304 0.216
H -0.36002 1.96426 0.85820 0.225
H -3.11501 -0.45694 -0.93246 0.219
H -2.09967 -0.33797 0.60995 0.224
H -1.88868 -1.64648 -0.65501 0.217
H -0.47343 -0.69762 -2.33431 -0.048
```

x comes first in stability; the runner-up is 0.0971 hartree higher.